[1]
{"formula": "C14H30Cl8O3", "method": "ωB97M-V/def2-TZVPD", "fmax_ev_per_a": 3.77, "e_homo_ev": -9.278, "smiles": "COCCOCCOC.ClCCCl.ClCCCl.ClCCCl.ClCCCl", "orbital_gap_ev": 9.83, "e_tot_ev": -121323.6825, "species": ["Cl", "C", "C", "Cl", "H", "H", "H", "H", "Cl", "C", "C", "Cl", "H", "H", "H", "H", "Cl", "C", "C", "Cl", "H", "H", "H", "H", "Cl", "C", "C", "Cl", "H", "H", "H", "H", "C", "O", "C", "C", "O", "C", "C", "O", "C", "H", "H", "H", "H", "H", "H", "H", "H", "H", "H", "H", "H", "H", "H"], "xyz": [[2.6414, 1.2038, -0.7670], [3.0820, 0.5322, 0.7939], [1.9252, 0.0625, 1.5528], [0.6029, 1.2780, 1.6585], [3.5522, 1.3132, 1.3915], [3.7445, -0.3299, 0.7166], [2.1724, -0.3754, 2.5199], [1.5065, -0.7158, 0.9148], [5.7100, -0.2041, -5.4469], [4.4691, 0.4401, -4.3041], [3.3075, -0.4719, -3.9147], [4.0314, -1.9323, -3.0380], [4.0824, 1.3353, -4.7912], [5.0444, 0.8645, -3.4813], [2.7867, -0.8645, -4.7880], [2.5396, 0.0027, -3.3037], [3.6366, -3.1093, 0.6747], [4.8144, -4.4061, 0.8010], [4.7001, -5.1027, -0.5287], [3.0995, -6.0045, -0.5961], [4.5372, -5.1438, 1.5541], [5.8348, -4.0650, 0.9758], [5.5150, -5.7660, -0.8186], [4.6144, -4.3488, -1.3114], [0.9035, 0.9847, 4.8362], [2.0089, -0.1976, 5.5697], [3.3960, 0.3398, 5.7947], [4.1809, 0.3724, 4.2746], [2.1073, -1.1055, 4.9746], [1.4821, -0.4840, 6.4799], [3.9820, -0.2421, 6.5061], [3.4503, 1.3903, 6.0803], [-0.9618, 1.1278, -1.9600], [-1.6884, -0.0760, -1.8688], [-3.0881, 0.0959, -1.9950], [-3.7909, 0.3867, -0.6921], [-5.0224, 0.8948, -0.8527], [-5.8879, 0.8979, 0.2083], [-7.0787, 1.8948, -0.0461], [-6.7307, 3.1885, -0.3842], [-7.8285, 3.9668, -0.9065], [-1.1970, 1.6458, -2.8898], [0.1058, 1.0201, -1.7681], [-1.2872, 1.8872, -1.2490], [-3.5227, -0.8362, -2.3562], [-3.2369, 0.8671, -2.7508], [-3.2367, 1.2169, -0.2541], [-3.7991, -0.5401, -0.1184], [-5.3884, 1.3529, 1.0636], [-6.1001, -0.0696, 0.6633], [-7.5577, 1.8577, 0.9324], [-7.6571, 1.4071, -0.8308], [-8.5217, 4.0185, -0.0670], [-8.4520, 3.5593, -1.7023], [-7.5331, 4.9860, -1.1559]], "forces_ev_per_a": [[0.3, 0.0, -0.5], [1.3, 0.8, 1.2], [-2.1, -1.1, -0.8], [0.3, -0.1, 0.1], [0.4, 0.1, -0.4], [0.2, 0.2, -0.4], [0.0, 0.5, 0.0], [-0.4, -0.3, 0.4], [-0.6, -0.2, 0.3], [-0.2, 1.0, -0.1], [1.2, -0.9, -0.3], [-0.8, 0.8, -0.3], [-0.3, -0.2, -0.2], [-0.2, -0.6, 0.3], [0.3, -0.1, 0.0], [0.5, 0.1, 0.3], [-0.2, 0.8, 0.9], [0.1, -1.2, -0.5], [-0.5, -0.2, -1.0], [1.0, 0.2, -0.1], [-0.1, 0.5, 0.3], [-0.2, 0.4, 0.0], [-0.2, -0.2, 0.5], [0.1, -0.1, 0.0], [0.3, -0.1, -0.1], [-0.6, -0.4, 1.0], [-0.4, 0.8, 1.0], [1.5, -0.2, -1.9], [-0.3, 0.2, -0.3], [0.4, 0.0, 0.2], [-0.2, -0.2, -0.1], [-0.6, -0.2, 0.6], [-0.7, 1.0, 0.2], [0.3, -0.4, 0.5], [-0.1, -0.3, -0.9], [2.3, 0.5, 0.7], [-2.7, 0.0, -2.6], [0.5, 2.7, 1.4], [0.4, -2.6, 0.2], [0.5, 0.8, -1.4], [-0.4, -0.3, 1.7], [0.4, -0.3, -0.7], [-0.2, -0.6, -0.3], [-0.2, -0.1, 0.7], [0.3, -0.1, -0.4], [-0.5, 0.2, 0.0], [0.8, -0.4, 1.0], [0.2, 0.0, 0.5], [0.6, 0.4, 0.4], [-0.9, -0.5, -0.8], [-0.8, 0.1, 0.0], [-0.6, 0.2, 0.0], [-0.4, 0.5, 0.1], [0.7, -0.6, -0.5], [0.5, -0.3, 0.0]]}


[2]
{"formula": "C14H30ClO17", "method": "ωB97M-V/def2-TZVPD", "charge": -1, "fmax_ev_per_a": 19.90, "e_homo_ev": -5.071, "orbital_gap_ev": 7.25, "e_tot_ev": -62303.4152, "species": ["Cl", "O", "O", "O", "O", "O", "H", "H", "O", "H", "H", "C", "C", "C", "O", "C", "O", "O", "H", "H", "H", "H", "H", "H", "C", "C", "C", "O", "C", "O", "O", "H", "H", "H", "H", "H", "H", "C", "C", "C", "O", "C", "O", "O", "H", "H", "H", "H", "H", "H", "C", "O", "H", "H", "H", "H", "C", "O", "H", "H", "H", "H"], "xyz": [[-0.6359, 26.2634, -8.6240], [-1.2253, 25.6385, -7.4808], [0.7532, 26.0767, -8.5266], [-1.1478, 25.5661, -9.7664], [-1.0661, 27.6663, -8.6928], [-0.7972, 25.1072, -11.6923], [-1.7230, 24.8651, -11.7136], [-0.6471, 25.4032, -10.7944], [0.5573, 28.1079, -6.9927], [0.9622, 28.8236, -7.4826], [0.2020, 27.5273, -7.6657], [-3.2075, 26.0536, -8.7615], [-3.6707, 27.5145, -8.4568], [-5.0283, 27.7609, -9.0200], [-5.7166, 28.2876, -7.9081], [-4.9847, 28.3179, -6.8312], [-5.2998, 28.6765, -5.6919], [-3.8424, 27.6458, -7.0470], [-2.3780, 25.7677, -8.1147], [-2.9311, 25.9383, -9.8096], [-4.0166, 25.3282, -8.6764], [-3.0425, 28.2733, -8.9234], [-5.4618, 26.7922, -9.2685], [-4.9212, 28.4303, -9.8735], [0.7421, 26.9856, -10.9915], [-0.1459, 28.2603, -10.8130], [0.4076, 29.2822, -9.8392], [0.3920, 30.4794, -10.6183], [0.0892, 30.2762, -11.8735], [0.1270, 31.1153, -12.7730], [-0.1252, 28.9389, -12.0523], [0.7560, 26.4723, -10.0300], [1.6916, 27.3942, -11.3374], [0.3446, 26.3130, -11.7515], [-1.2044, 28.1089, -10.6011], [1.4488, 29.1223, -9.5594], [-0.2153, 29.3831, -8.9504], [0.4495, 25.9260, -5.3953], [1.3722, 24.7840, -5.8721], [2.0148, 24.9555, -7.2169], [3.3622, 25.0886, -6.9673], [3.6245, 24.7724, -5.6805], [4.7412, 24.5792, -5.2537], [2.4865, 24.7007, -4.9895], [0.1448, 25.9318, -4.3488], [-0.3427, 26.0379, -6.1357], [1.0056, 26.8499, -5.5544], [0.9212, 23.7946, -5.7959], [1.6088, 25.7877, -7.7919], [1.8681, 24.0600, -7.8208], [-1.4999, 24.7078, -5.4950], [-0.4855, 23.7311, -5.5279], [-1.4232, 25.4972, -6.2426], [-2.4140, 24.1499, -5.6982], [-1.5726, 25.0967, -4.4793], [-0.2726, 23.5920, -6.4536], [-0.6477, 23.2316, -8.3474], [-0.1271, 23.9532, -7.2780], [0.0153, 23.4479, -9.1851], [-0.5784, 22.1506, -8.2264], [-1.6919, 23.5118, -8.4866], [-0.2888, 24.8896, -7.4146]], "forces_ev_per_a": [[-3.8, 4.1, -5.6], [0.2, 4.9, -2.9], [-4.1, 2.1, -3.5], [0.1, 0.7, 5.8], [0.3, -3.6, 1.0], [-0.5, -2.7, -5.9], [-0.1, -0.3, -0.2], [1.1, -0.6, -2.0], [1.0, 1.3, 1.0], [0.1, 0.2, 0.0], [1.2, 2.3, 1.6], [-3.0, 1.3, -0.8], [0.3, -2.3, -0.9], [0.0, -0.9, 0.0], [-2.3, 1.7, -1.0], [0.2, -0.8, 4.7], [0.3, -0.3, -3.3], [0.9, 0.8, -0.4], [-4.7, 0.0, -1.3], [-0.8, 0.6, 0.3], [-0.5, 0.2, 0.6], [0.4, -0.1, 0.9], [-0.5, 0.4, -0.3], [-0.8, 0.1, 0.1], [-0.4, 1.9, -0.4], [0.4, -1.0, -1.1], [0.1, 0.6, -0.4], [0.1, 1.6, 1.5], [0.6, 0.1, -3.0], [-0.5, -1.9, 2.2], [-0.1, 1.6, -1.4], [1.7, 0.9, -2.9], [0.3, -0.2, 0.4], [0.6, 1.1, -0.1], [0.3, -0.4, -0.4], [0.1, -0.3, 0.0], [0.3, 0.7, -0.5], [3.3, 1.4, -0.9], [2.1, 0.3, 1.3], [1.6, -0.8, 0.7], [2.4, 0.1, 0.7], [0.9, -0.1, 0.3], [-0.9, 0.3, -0.2], [1.8, 0.3, 0.7], [0.0, -0.5, -0.4], [2.4, 1.2, 2.4], [0.4, -0.3, 0.5], [2.6, 1.5, 0.8], [4.9, -1.8, 4.1], [0.3, -0.1, -0.2], [-2.9, -3.3, 2.6], [-7.9, -2.0, 15.5], [-2.3, -2.0, 5.0], [-1.1, 0.1, 0.0], [-0.4, 0.0, -0.1], [-1.6, -4.2, 5.1], [0.4, -0.5, -1.3], [4.7, -1.7, -19.3], [-0.6, -0.1, -0.7], [0.0, 0.1, 0.7], [0.0, -0.2, -0.5], [0.9, -1.6, 1.2]]}


[3]
{"formula": "C14H30F6KN3O5P", "method": "ωB97M-V/def2-TZVPD", "charge": -1, "fmax_ev_per_a": 5.80, "e_homo_ev": -3.439, "orbital_gap_ev": 5.34, "e_tot_ev": -71631.0300, "species": ["K", "C", "O", "O", "C", "F", "F", "F", "C", "C", "H", "H", "H", "H", "H", "H", "C", "O", "O", "C", "F", "F", "F", "C", "C", "H", "H", "H", "H", "H", "H", "O", "P", "N", "C", "C", "N", "C", "C", "N", "C", "C", "H", "H", "H", "H", "H", "H", "H", "H", "H", "H", "H", "H", "H", "H", "H", "H", "H", "H"], "xyz": [[1.3528, 0.2197, 1.4443], [2.6813, -3.0126, 2.0880], [2.3829, -2.5015, 0.7891], [2.7175, -1.7758, 2.8585], [1.7044, -4.1536, 2.6350], [0.5414, -4.1666, 2.0497], [2.2122, -5.4375, 2.5528], [1.3416, -4.0710, 3.9117], [2.9545, -3.2063, -0.2920], [2.9825, -2.2392, -1.3927], [2.0145, -1.8263, -1.6765], [3.7189, -1.4683, -1.1652], [3.3245, -2.7312, -2.3032], [2.2239, -3.9818, -0.5220], [3.8643, -3.7928, -0.1641], [3.6738, -3.4627, 2.1070], [4.4331, 2.3122, 0.4471], [3.1701, 2.0163, 0.0218], [4.1821, 2.0019, 1.7884], [5.6455, 1.6159, -0.3613], [5.9916, 2.2515, -1.4836], [6.7232, 1.4588, 0.4192], [5.3375, 0.3091, -0.5553], [2.7710, 2.5491, -1.2741], [1.3637, 1.9781, -1.6924], [0.8541, 1.7635, -0.7531], [0.8037, 2.6137, -2.3785], [1.6096, 0.9858, -2.0705], [3.4866, 2.2361, -2.0344], [2.4974, 3.5909, -1.1076], [4.5472, 3.3937, 0.3727], [-1.0799, 0.8719, 0.7282], [-2.4514, 0.7102, 0.1866], [-3.6270, 1.8624, 0.6377], [-3.6225, 2.4783, 2.0292], [-4.9047, 1.9948, -0.1169], [-3.2213, -0.8023, 0.5945], [-3.0044, -1.2446, 1.9518], [-4.2300, -1.4828, -0.0852], [-2.4279, 0.6960, -1.5398], [-2.3725, 1.9910, -2.2137], [-1.6733, -0.3215, -2.2184], [-3.0987, 1.7671, 2.6681], [-4.6372, 2.5192, 2.4251], [-3.2179, 3.4904, 2.0383], [-5.7009, 2.1078, 0.6189], [-5.1545, 1.1907, -0.8091], [-4.9355, 2.9162, -0.6984], [-2.2203, -0.6996, 2.4775], [-3.8971, -1.3282, 2.5716], [-2.7741, -2.3033, 1.8323], [-5.1403, -1.6043, 0.5019], [-4.4971, -0.9325, -0.9874], [-3.7816, -2.4328, -0.3759], [-2.7604, 2.7670, -1.5539], [-1.3544, 2.3079, -2.4399], [-3.0124, 1.8963, -3.0909], [-1.3545, -1.2032, -1.6624], [-0.7469, 0.0521, -2.6547], [-2.2082, -0.7332, -3.0743]], "forces_ev_per_a": [[1.3, -0.3, 0.4], [0.7, 4.7, 2.9], [0.4, -1.5, 0.3], [-1.1, -3.9, -1.0], [0.6, 0.3, 0.7], [-1.8, -0.1, -2.3], [0.3, 0.5, -0.7], [0.9, 0.7, 1.4], [-2.3, -1.0, 0.0], [1.1, 0.4, -1.7], [-0.1, 0.1, 0.5], [-0.3, 0.3, -0.1], [0.2, -0.1, -0.2], [-0.2, -0.5, -0.4], [0.5, 0.7, 0.7], [0.3, -0.4, -0.3], [-0.4, 0.3, 5.1], [-3.1, -0.9, -4.8], [3.0, 0.1, -1.5], [-1.7, -1.3, 3.2], [0.1, -0.3, -0.4], [0.8, 1.4, 0.0], [-0.6, 0.0, -1.7], [-1.7, -0.6, 0.8], [2.0, -1.1, 1.2], [-0.6, 0.5, -0.2], [0.2, -0.2, 0.1], [-0.6, -0.1, -0.6], [0.2, 0.9, -0.1], [1.2, 0.6, -0.5], [0.7, 0.7, -0.7], [-1.1, 0.1, 0.8], [-1.7, -1.3, -1.4], [0.2, 0.5, 0.0], [0.1, -1.2, -1.4], [0.5, 0.5, 0.7], [2.6, 3.5, 0.9], [0.1, -1.4, -0.2], [-0.3, -0.2, -1.4], [-0.6, 0.4, 2.2], [-0.4, -0.1, 0.5], [0.7, -0.9, -0.9], [0.4, 0.5, 0.2], [-0.1, 0.0, -0.3], [0.3, -0.2, 0.0], [-0.2, -0.3, 0.0], [0.4, -0.2, 0.3], [0.2, 0.2, -0.1], [0.0, -0.2, -0.2], [-0.5, 0.8, 0.0], [0.8, -0.3, 0.5], [-0.1, -0.2, 0.2], [0.0, -0.2, -0.1], [-0.7, -0.6, -0.2], [-0.2, -0.1, -0.1], [0.0, -0.3, -0.3], [0.2, 0.4, -0.3], [-0.4, 0.3, 0.7], [0.2, 0.4, 0.2], [-0.5, 0.1, -0.1]]}